{
  "formula": "C20H42O10S4",
  "method": "ωB97M-V/def2-TZVPD",
  "e_above_lowest_ev": 0.0000,
  "multiplicity": 1,
  "species": ["C", "S", "O", "C", "H", "H", "H", "H", "H", "H", "C", "S", "O", "C", "H", "H", "H", "H", "H", "H", "C", "S", "O", "C", "H", "H", "H", "H", "H", "H", "C", "S", "O", "C", "H", "H", "H", "H", "H", "H", "O", "C", "O", "C", "C", "C", "H", "H", "H", "H", "H", "H", "O", "C", "O", "C", "C", "C", "H", "H", "H", "H", "H", "H", "O", "C", "O", "C", "C", "C", "H", "H", "H", "H", "H", "H"],
  "positions_angstrom": [[-1.02, 3.58, -1.78], [-1.13, 4.48, -0.23], [-2.55, 4.92, -0.13], [-1.03, 3.04, 0.83], [-1.23, 4.27, -2.59], [-1.77, 2.79, -1.74], [-0.03, 3.14, -1.82], [-1.45, 3.30, 1.80], [0.00, 2.73, 0.98], [-1.66, 2.23, 0.45], [1.94, 2.35, 3.91], [0.92, 0.86, 3.90], [-0.42, 1.28, 3.39], [1.77, 0.07, 2.55], [2.16, 2.63, 2.87], [2.88, 2.07, 4.39], [1.43, 3.16, 4.41], [2.86, 0.15, 2.61], [1.46, 0.48, 1.59], [1.53, -0.99, 2.59], [-5.10, 3.17, 2.01], [-4.11, 1.93, 2.86], [-4.53, 2.01, 4.28], [-4.99, 0.51, 2.18], [-5.38, 2.92, 0.99], [-4.49, 4.08, 1.99], [-5.96, 3.37, 2.65], [-4.55, -0.42, 2.53], [-4.96, 0.56, 1.09], [-6.02, 0.56, 2.55], [-0.51, -3.55, 3.88], [0.57, -4.73, 4.70], [-0.28, -5.77, 5.33], [1.26, -5.44, 3.18], [-0.77, -2.78, 4.59], [-1.34, -4.14, 3.46], [0.00, -3.17, 2.99], [0.47, -5.67, 2.47], [1.76, -6.35, 3.48], [1.91, -4.67, 2.76], [0.30, 0.86, -4.07], [0.98, 0.34, -4.89], [1.97, 0.97, -5.54], [2.58, 0.09, -6.48], [2.23, -1.35, -6.04], [0.93, -1.12, -5.28], [3.64, 0.29, -6.48], [2.13, 0.30, -7.45], [2.99, -1.70, -5.34], [2.09, -1.96, -6.92], [0.79, -1.70, -4.36], [0.03, -1.31, -5.86], [0.72, -2.35, 0.80], [-0.20, -1.79, 0.28], [-0.26, -1.58, -1.05], [-1.45, -0.86, -1.39], [-2.36, -0.84, -0.15], [-1.42, -1.22, 1.00], [-1.94, -1.33, -2.24], [-1.17, 0.15, -1.69], [-3.15, -1.58, -0.19], [-2.84, 0.12, 0.00], [-1.83, -2.05, 1.57], [-1.00, -0.42, 1.62], [2.95, 2.09, 0.18], [3.07, 1.12, -0.51], [3.74, 0.03, -0.06], [3.77, -0.99, -1.06], [3.43, -0.28, -2.36], [2.52, 0.85, -1.89], [3.04, -1.77, -0.81], [4.75, -1.47, -1.08], [3.04, -0.90, -3.16], [4.33, 0.17, -2.80], [1.49, 0.48, -1.76], [2.49, 1.72, -2.53]]
}


{
  "formula": "C20H43BBr10O4",
  "method": "ωB97M-V/def2-TZVPD",
  "smiles": "CCOCCOCBCOCCOCC.BrCCBr.BrCCBr.BrCCBr.BrCCBr.BrCCBr",
  "multiplicity": 1,
  "e_tot_ha": -26853.6929,
  "species": ["C", "C", "O", "C", "C", "O", "C", "B", "C", "O", "C", "C", "O", "C", "C", "H", "H", "H", "H", "H", "H", "H", "H", "H", "H", "H", "H", "H", "H", "H", "H", "H", "H", "H", "H", "H", "H", "H", "Br", "C", "C", "Br", "H", "H", "H", "H", "Br", "C", "C", "Br", "H", "H", "H", "H", "Br", "C", "C", "Br", "H", "H", "H", "H", "Br", "C", "C", "Br", "H", "H", "H", "H", "Br", "C", "C", "Br", "H", "H", "H", "H"],
  "positions_angstrom": [[3.05, -0.69, -0.06], [3.59, 0.41, -0.97], [2.86, 0.38, -2.19], [2.80, 1.63, -2.82], [1.65, 2.53, -2.28], [0.99, 1.88, -1.21], [0.42, 2.75, -0.23], [-1.11, 2.33, -0.10], [-2.17, 2.88, -1.11], [-3.49, 2.50, -0.75], [-4.46, 2.87, -1.72], [-5.69, 2.01, -1.60], [-5.61, 0.75, -2.23], [-4.59, -0.13, -1.78], [-4.64, -0.45, -0.31], [3.67, -1.57, -0.07], [2.06, -0.93, -0.41], [2.95, -0.33, 0.96], [3.42, 1.37, -0.48], [4.65, 0.27, -1.18], [3.75, 2.15, -2.74], [2.62, 1.45, -3.88], [2.07, 3.48, -1.97], [0.93, 2.67, -3.08], [0.94, 2.67, 0.72], [0.46, 3.79, -0.54], [-1.48, 1.56, 0.73], [-1.89, 2.47, -2.09], [-2.11, 3.97, -1.21], [-4.77, 3.90, -1.50], [-4.06, 2.88, -2.73], [-6.50, 2.54, -2.10], [-5.96, 1.95, -0.54], [-3.61, 0.23, -2.05], [-4.74, -1.05, -2.34], [-3.89, -1.17, -0.03], [-5.63, -0.77, 0.00], [-4.40, 0.45, 0.25], [6.44, 2.27, 0.56], [7.71, 2.74, -0.84], [7.23, 2.29, -2.19], [7.44, 0.37, -2.43], [8.66, 2.30, -0.56], [7.79, 3.82, -0.80], [7.83, 2.75, -2.97], [6.19, 2.51, -2.36], [-8.80, -1.11, 0.18], [-8.52, -2.93, 0.82], [-7.92, -2.94, 2.20], [-6.03, -2.47, 2.15], [-7.89, -3.42, 0.09], [-9.50, -3.39, 0.83], [-7.96, -3.94, 2.63], [-8.39, -2.23, 2.87], [-3.11, 0.34, 3.23], [-2.06, -1.04, 4.11], [-1.15, -1.75, 3.14], [-2.15, -2.98, 2.01], [-2.76, -1.72, 4.59], [-1.47, -0.53, 4.87], [-0.42, -2.36, 3.67], [-0.64, -1.07, 2.47], [-3.77, -4.11, -1.57], [-2.73, -5.54, -0.76], [-1.84, -6.22, -1.76], [-2.85, -7.41, -2.93], [-3.44, -6.22, -0.29], [-2.13, -5.06, 0.02], [-1.12, -6.85, -1.25], [-1.32, -5.52, -2.40], [7.63, -0.05, 3.96], [9.48, 0.52, 4.16], [9.85, 1.57, 3.14], [10.11, 0.80, 1.38], [10.09, -0.37, 4.08], [9.55, 0.93, 5.16], [10.80, 2.04, 3.40], [9.09, 2.34, 3.04]]
}


{
  "formula": "C20H43BBrFN3O10",
  "method": "ωB97M-V/def2-TZVPD",
  "e_above_lowest_ev": 3.6239,
  "multiplicity": 1,
  "total_charge": -1,
  "species": ["C", "O", "C", "C", "C", "C", "F", "C", "O", "O", "N", "C", "C", "O", "Br", "B", "O", "O", "H", "H", "H", "H", "H", "H", "H", "H", "H", "H", "H", "H", "H", "C", "O", "C", "C", "N", "C", "C", "O", "C", "H", "H", "H", "H", "H", "H", "H", "H", "H", "H", "H", "H", "H", "H", "H", "C", "O", "C", "C", "N", "C", "C", "O", "C", "H", "H", "H", "H", "H", "H", "H", "H", "H", "H", "H", "H", "H", "H", "H"],
  "positions_angstrom": [[0.46, 11.35, -1.73], [1.15, 10.05, -1.70], [2.25, 10.02, -0.74], [2.87, 8.46, -0.76], [3.31, 7.96, 0.72], [2.23, 7.05, 1.54], [2.66, 7.19, 2.99], [0.68, 7.64, 1.55], [-0.03, 8.02, 0.49], [-0.05, 7.71, 2.86], [2.30, 5.56, 1.28], [3.65, 4.96, 1.59], [3.50, 3.32, 1.27], [2.79, 2.49, 2.04], [4.47, 2.48, -0.31], [1.72, 5.12, -0.04], [2.43, 4.97, -1.33], [0.24, 4.86, -0.06], [0.25, 11.82, -0.68], [0.99, 12.10, -2.49], [-0.62, 11.15, -2.21], [1.77, 10.22, 0.34], [3.07, 10.83, -0.93], [2.07, 7.82, -1.31], [3.88, 8.55, -1.41], [3.47, 8.95, 1.38], [4.38, 7.48, 0.63], [4.00, 5.03, 2.70], [4.53, 5.32, 0.87], [1.74, 5.24, -2.03], [0.04, 4.04, -0.60], [0.97, -4.29, 0.18], [-0.17, -3.75, 0.84], [0.14, -3.20, 2.13], [0.03, -1.66, 2.10], [1.11, -1.06, 1.32], [0.91, 0.35, 1.01], [-0.34, 0.73, 0.17], [-0.29, 0.27, -1.19], [-0.67, -1.09, -1.37], [0.62, -4.86, -0.69], [1.62, -3.49, -0.19], [1.54, -4.96, 0.83], [1.11, -3.53, 2.51], [-0.63, -3.58, 2.82], [0.07, -1.28, 3.13], [-0.95, -1.41, 1.68], [1.22, -1.57, 0.45], [1.79, 0.68, 0.46], [0.89, 0.92, 1.94], [-0.36, 1.82, 0.10], [-1.28, 0.43, 0.64], [-1.45, -1.40, -0.67], [0.20, -1.74, -1.28], [-1.06, -1.20, -2.38], [-4.23, -8.49, -3.20], [-3.62, -9.34, -2.24], [-2.19, -9.29, -2.26], [-1.65, -8.57, -1.00], [-1.95, -7.14, -1.03], [-1.74, -6.46, 0.25], [-2.58, -6.93, 1.46], [-3.97, -6.64, 1.35], [-4.71, -7.57, 0.58], [-5.29, -8.74, -3.25], [-4.15, -7.44, -2.90], [-3.79, -8.62, -4.19], [-1.80, -8.83, -3.18], [-1.84, -10.33, -2.24], [-0.57, -8.72, -0.94], [-2.11, -9.06, -0.13], [-2.92, -7.00, -1.31], [-1.96, -5.40, 0.08], [-0.67, -6.52, 0.51], [-2.22, -6.37, 2.33], [-2.41, -7.99, 1.70], [-4.33, -8.59, 0.67], [-4.73, -7.26, -0.46], [-5.75, -7.57, 0.93]]
}


{
  "formula": "C20H43BN3O9P",
  "method": "ωB97M-V/def2-TZVPD",
  "smiles": "CN(C)B(O)O[P@](=O)(O)Oc1ccccc1.COCCNCCOC.COCCNCCOC",
  "multiplicity": 1,
  "e_tot_ha": -1995.1698,
  "species": ["C", "N", "C", "B", "O", "O", "P", "O", "O", "O", "C", "C", "C", "C", "C", "C", "H", "H", "H", "H", "H", "H", "H", "H", "H", "H", "H", "H", "H", "C", "O", "C", "C", "N", "C", "C", "O", "C", "H", "H", "H", "H", "H", "H", "H", "H", "H", "H", "H", "H", "H", "H", "H", "C", "O", "C", "C", "N", "C", "C", "O", "C", "H", "H", "H", "H", "H", "H", "H", "H", "H", "H", "H", "H", "H", "H", "H"],
  "positions_angstrom": [[-2.19, 4.63, 1.84], [-2.26, 3.50, 0.84], [-3.32, 3.88, -0.18], [-0.92, 3.18, 0.20], [-0.92, 2.03, -0.78], [0.34, 3.91, 0.40], [1.38, 3.13, 1.57], [0.40, 2.59, 2.73], [2.49, 4.38, 2.15], [2.27, 1.76, 0.97], [2.53, 0.87, 2.15], [3.28, 1.40, 3.54], [3.54, 0.48, 4.87], [3.04, -1.09, 4.85], [2.32, -1.72, 3.48], [2.08, -0.74, 2.17], [-1.39, 4.49, 2.69], [-2.04, 5.70, 1.38], [-3.24, 4.66, 2.39], [-4.14, 4.54, 0.38], [-3.85, 2.89, -0.56], [-2.92, 4.54, -1.07], [-1.78, 1.52, -0.60], [2.20, 5.25, 1.71], [3.64, 2.53, 3.60], [4.06, 0.99, 5.82], [3.21, -1.72, 5.84], [2.00, -2.85, 3.55], [1.57, -1.26, 1.23], [3.93, -5.77, 0.47], [3.26, -5.75, 1.73], [3.06, -7.04, 2.31], [4.02, -7.28, 3.48], [5.41, -7.44, 3.03], [6.41, -7.32, 4.10], [6.43, -6.03, 4.95], [6.87, -4.87, 4.25], [5.89, -4.28, 3.41], [3.79, -4.79, 0.00], [5.00, -5.92, 0.61], [3.52, -6.54, -0.18], [3.12, -7.84, 1.56], [2.04, -7.05, 2.70], [3.72, -8.19, 4.02], [3.91, -6.44, 4.16], [5.61, -6.74, 2.33], [7.39, -7.42, 3.61], [6.31, -8.19, 4.77], [7.17, -6.19, 5.75], [5.48, -5.84, 5.46], [4.89, -4.34, 3.83], [5.93, -4.75, 2.42], [6.14, -3.23, 3.27], [-7.26, 5.19, -6.71], [-7.33, 3.79, -6.47], [-6.42, 3.02, -7.26], [-5.23, 2.51, -6.43], [-4.33, 3.60, -6.05], [-3.38, 3.26, -4.98], [-3.95, 2.76, -3.64], [-4.64, 3.74, -2.87], [-5.96, 4.01, -3.31], [-8.15, 5.65, -6.27], [-6.38, 5.63, -6.23], [-7.24, 5.41, -7.78], [-6.09, 3.56, -8.16], [-6.99, 2.15, -7.61], [-4.67, 1.77, -7.01], [-5.65, 2.01, -5.55], [-4.88, 4.40, -5.75], [-2.81, 4.18, -4.78], [-2.67, 2.53, -5.37], [-3.09, 2.46, -3.02], [-4.56, 1.85, -3.74], [-6.47, 3.11, -3.67], [-5.94, 4.78, -4.08], [-6.53, 4.41, -2.46]]
}


{
  "formula": "C20H43Cl2F5P2Pb",
  "method": "ωB97M-V/def2-TZVPD",
  "e_above_lowest_ev": 2.2668,
  "multiplicity": 1,
  "species": ["Pb", "Cl", "P", "C", "C", "C", "C", "H", "C", "H", "H", "H", "H", "H", "H", "H", "C", "C", "H", "H", "H", "H", "H", "H", "C", "H", "C", "H", "H", "H", "H", "H", "H", "Cl", "H", "P", "C", "C", "C", "C", "H", "C", "H", "H", "H", "H", "H", "H", "H", "C", "C", "H", "H", "H", "H", "H", "H", "C", "H", "C", "H", "H", "H", "H", "H", "H", "F", "C", "F", "C", "F", "F", "F"],
  "positions_angstrom": [[-2.14, -0.58, 0.19], [0.15, 1.32, -0.62], [-0.99, -2.92, -0.37], [0.38, -3.63, -1.44], [-0.91, -3.95, 1.14], [-2.52, -3.46, -1.36], [1.65, -2.78, -1.32], [-0.06, -3.46, -2.43], [0.74, -5.12, -1.33], [1.21, -5.37, -0.37], [1.49, -5.31, -2.11], [-0.09, -5.81, -1.50], [1.44, -1.71, -1.46], [2.32, -3.13, -2.11], [2.16, -2.93, -0.36], [-2.35, -2.86, -2.27], [-3.88, -3.05, -0.76], [-2.61, -4.92, -1.82], [-1.84, -5.19, -2.54], [-3.58, -5.05, -2.32], [-2.58, -5.63, -0.99], [-3.86, -2.34, 0.09], [-4.43, -3.93, -0.41], [-4.48, -2.57, -1.55], [0.40, -3.74, 1.95], [-0.93, -4.98, 0.73], [-2.11, -3.72, 2.07], [1.31, -4.05, 1.41], [0.33, -4.35, 2.87], [0.51, -2.69, 2.26], [-2.16, -2.67, 2.39], [-1.94, -4.32, 2.99], [-3.06, -4.02, 1.62], [-1.00, 0.02, 2.32], [-3.23, 0.17, -1.10], [0.52, 3.48, -0.63], [-0.54, 4.14, -1.96], [-0.05, 4.10, 0.99], [2.27, 3.44, -1.01], [-1.82, 3.33, -2.18], [0.10, 4.02, -2.85], [-0.84, 5.64, -1.76], [-1.54, 5.80, -0.92], [-1.37, 6.02, -2.64], [0.05, 6.28, -1.64], [-1.58, 2.32, -2.50], [-2.38, 3.82, -2.98], [-2.46, 3.28, -1.29], [2.28, 2.89, -1.96], [3.05, 2.60, 0.04], [2.84, 4.85, -1.23], [2.45, 5.32, -2.15], [3.93, 4.84, -1.34], [2.63, 5.51, -0.36], [2.42, 1.79, 0.43], [3.44, 3.20, 0.86], [3.90, 2.12, -0.45], [-1.56, 4.01, 1.24], [0.18, 5.17, 0.92], [0.72, 3.56, 2.19], [-2.18, 4.48, 0.45], [-1.76, 4.60, 2.15], [-1.88, 2.97, 1.42], [0.49, 2.50, 2.37], [0.41, 4.14, 3.06], [1.80, 3.71, 2.10], [2.30, -0.66, 1.34], [3.25, -1.27, 2.08], [4.41, -1.11, 1.43], [3.29, -0.68, 3.49], [3.57, 0.65, 3.47], [2.07, -0.84, 4.08], [4.26, -1.29, 4.21]]
}


{
  "formula": "C20H43HgO10S3",
  "method": "ωB97M-V/def2-TZVPD",
  "multiplicity": 1,
  "total_charge": 1,
  "e_tot_ha": -2887.8720,
  "species": ["Hg", "C", "C", "O", "O", "H", "H", "H", "C", "C", "C", "O", "H", "H", "H", "H", "H", "H", "H", "H", "C", "C", "C", "O", "H", "H", "H", "H", "H", "H", "H", "H", "C", "C", "C", "S", "O", "O", "C", "H", "H", "H", "H", "H", "H", "H", "H", "C", "C", "C", "S", "O", "O", "C", "H", "H", "H", "H", "H", "H", "H", "H", "C", "C", "C", "S", "O", "O", "C", "H", "H", "H", "H", "H", "H", "H", "H"],
  "positions_angstrom": [[1.93, -1.97, 2.19], [0.42, 1.57, 0.57], [0.60, 0.25, 1.29], [0.63, -0.84, 0.64], [1.13, 0.22, 2.45], [-0.67, 1.75, 0.63], [0.56, 1.47, -0.50], [0.90, 2.39, 1.07], [-0.11, -5.37, 1.75], [-0.80, -4.05, 1.44], [-2.31, -4.14, 1.57], [-0.31, -3.04, 2.32], [-0.31, -5.66, 2.78], [0.98, -5.29, 1.69], [-0.36, -6.18, 1.06], [-0.50, -3.77, 0.42], [-2.66, -4.37, 2.57], [-2.70, -4.97, 0.98], [-2.78, -3.24, 1.16], [-0.83, -2.25, 2.15], [-0.71, 4.68, -2.85], [-2.09, 4.51, -2.27], [-2.15, 4.94, -0.80], [-2.95, 5.29, -3.09], [-0.02, 4.13, -2.19], [-0.28, 5.68, -2.82], [-0.68, 4.25, -3.84], [-2.36, 3.44, -2.29], [-1.47, 4.26, -0.28], [-3.15, 4.81, -0.37], [-1.83, 5.95, -0.54], [-3.87, 5.21, -2.83], [3.11, 3.42, 2.76], [2.21, 4.33, 3.58], [1.98, 3.82, 4.98], [3.58, 3.02, 5.45], [3.39, 1.70, 6.01], [4.35, 4.00, 6.18], [4.16, 2.82, 3.72], [3.56, 4.00, 1.96], [2.39, 2.69, 2.36], [1.28, 4.60, 3.09], [2.85, 5.21, 3.75], [1.27, 2.99, 4.97], [1.75, 4.54, 5.75], [4.25, 1.75, 3.53], [5.18, 3.17, 3.55], [1.95, -2.02, -2.59], [1.65, -3.39, -3.18], [1.62, -4.38, -2.01], [2.87, -3.73, -0.79], [4.09, -4.50, -0.88], [2.21, -3.51, 0.52], [3.16, -2.14, -1.67], [1.11, -1.48, -2.13], [2.24, -1.37, -3.43], [2.43, -3.68, -3.89], [0.72, -3.44, -3.74], [1.94, -5.41, -2.18], [0.71, -4.45, -1.40], [3.97, -2.31, -2.37], [3.40, -1.22, -1.15], [-3.07, -0.13, -1.42], [-4.17, 0.07, -2.45], [-3.70, -0.84, -3.63], [-3.07, -2.40, -2.81], [-1.74, -2.62, -3.37], [-4.14, -3.38, -2.82], [-2.87, -1.62, -1.17], [-3.37, 0.44, -0.54], [-2.16, 0.39, -1.74], [-4.24, 1.08, -2.84], [-5.08, -0.38, -2.06], [-2.91, -0.42, -4.25], [-4.49, -0.95, -4.38], [-1.90, -1.94, -0.80], [-3.68, -1.97, -0.53]]
}